Version A
Here is a gas-phase ion, C6H8N (charge +1) from OMol25. Energies are from the ωB97M-V functional and the def2-TZVPD basis.

Geometry as ORCA input:
```
! wB97M-V def2-TZVPD RIJCOSX def2/J DEFGRID3
* xyz 1 1
C 0.88334 1.73827 -0.10849
C 1.44008 1.11021 1.02959
C -0.69189 0.00348 -1.10080
C 0.75921 0.42317 -0.98481
C -0.68182 -0.65372 0.36338
C 0.88244 -0.05108 0.41789
N -0.94122 -1.95447 0.60768
H 0.31404 2.56256 -0.38145
H 1.68005 1.49357 2.07978
H -1.47677 0.81886 -0.96295
H -0.86730 -0.67978 -1.90737
H 1.39177 0.10271 -1.82198
H -1.01767 -0.01685 1.23341
H -0.65815 -2.61807 -0.10504
H -1.01608 -2.27887 1.64116
*
```

The calculation puts the HOMO energy at -13.63 eV. For the lowest unoccupied orbital energy, the calculation gives -0.186 Ha. As for the orbital gap: 8.569 eV.

---

Version B
Here is 2 unconnected molecules or ions with the total composition C6H8N from OMol25. Energies are from the ωB97M-V functional and the def2-TZVPD basis.

Geometry as ORCA input:
```
! wB97M-V def2-TZVPD RIJCOSX def2/J DEFGRID3
* xyz 1 1
C 0.45080 -1.04801 -0.49720
C 1.46040 -0.38316 -0.38525
C 3.59415 -0.18245 0.74712
C 2.65190 0.32165 -0.12602
C -2.26618 0.69851 0.20219
C -1.72537 -0.36807 0.91708
N -2.96659 -0.53033 -0.04916
H 0.01007 -2.01957 -0.60716
H 4.57714 0.28491 0.86898
H 3.25001 -1.10620 1.30111
H 2.89663 1.15681 -0.75710
H -2.83763 1.52779 0.55881
H -1.57002 1.18776 -0.50088
H -3.92725 -0.49654 0.48205
H -3.02468 -1.16922 -0.81722
*
```

The calculation puts the HOMO energy (alpha / beta) at -12.67 / -12.67 eV. For the lowest unoccupied orbital energy (alpha / beta), the calculation gives -0.228 / -0.228 Ha. As for the orbital gap (alpha / beta): 6.467 / 6.463 eV.

---

Q: Which of them is the least stable? A: version B.

---

Version A
Here is a molecular structure, C6H8N from OMol25. Energies are from the ωB97M-V functional and the def2-TZVPD basis.

Geometry as ORCA input:
```
! wB97M-V def2-TZVPD RIJCOSX def2/J DEFGRID3
* xyz 1 1
C -1.73799 -1.38939 -0.78639
C -1.98351 -0.53280 0.52595
C -0.63247 -0.67603 -1.00978
C -0.87418 0.15507 0.24089
C 0.70720 -0.00661 -1.21498
C 0.43857 0.87223 0.05470
N 1.41685 0.66718 1.18605
H -2.25440 -2.20032 -1.25875
H -2.69878 -0.55132 1.32721
H 1.56305 -0.67829 -1.15464
H 0.77357 0.56624 -2.13727
H 0.35718 1.94421 -0.13582
H 1.49200 -0.33996 1.38544
H 1.08553 1.14032 2.03769
H 2.34739 1.02947 0.93970
*
```

The calculation puts the HOMO energy (alpha / beta) at -11.71 / -11.71 eV. For the lowest unoccupied orbital energy (alpha / beta), the calculation gives -0.150 / -0.150 Ha. As for the orbital gap (alpha / beta): 7.629 / 7.630 eV.

---

Version B
Here is a gas-phase ion, C6H8N (charge +1) from OMol25. Energies are from the ωB97M-V functional and the def2-TZVPD basis.

Geometry as ORCA input:
```
! wB97M-V def2-TZVPD RIJCOSX def2/J DEFGRID3
* xyz 1 1
C -0.92464 -0.27688 1.51473
C 0.43874 0.08050 1.49772
C -1.90000 -0.60205 -0.34908
C -0.57190 -0.05695 -0.91780
C 0.43924 0.28835 -0.15324
C 1.71741 0.65296 -0.67253
N -2.01287 -0.49394 1.11808
H 0.77084 0.91814 2.17121
H 1.00579 -0.78169 1.66567
H -1.89098 -1.74035 -0.59432
H -2.87860 -0.35014 -0.82077
H -0.42774 -0.07278 -2.02633
H 2.12229 1.53522 -0.11361
H 1.54409 0.96346 -1.78426
H 2.56832 -0.06387 -0.53548
*
```

The calculation puts the HOMO energy at -14.59 eV. For the lowest unoccupied orbital energy, the calculation gives -0.201 Ha. As for the orbital gap: 9.118 eV. The SMILES is CC1=CC[N+]#CC1.

---

Q: Which of them is the least stable? A: version A.

---

Version A
Here is a single C3H5NO3 molecule from OMol25. Energies are from the ωB97M-V functional and the def2-TZVPD basis.

Geometry as ORCA input:
```
! wB97M-V def2-TZVPD RIJCOSX def2/J DEFGRID3
* xyz 0 1
N 0.22253 1.67536 0.28724
C -0.76873 0.76762 0.51537
O -1.95316 1.04142 0.48068
C -0.32623 -0.66097 0.87617
O -0.22703 -1.50822 -0.28631
C 0.62711 -1.18828 -1.25589
O 1.42929 -0.28778 -1.24349
H 1.12817 1.32077 0.01048
H -0.08163 2.51346 -0.18939
H 0.59935 -0.69236 1.46102
H -1.14172 -1.10540 1.44578
H 0.49205 -1.87562 -2.10168
*
```

The calculation puts the HOMO energy at -10.06 eV. For the lowest unoccupied orbital energy, the calculation gives 0.029 Ha. As for the orbital gap: 10.859 eV. The SMILES is NC(=O)COC=O.

---

Version B
Here is a single C3H5NO3 molecule from OMol25. Energies are from the ωB97M-V functional and the def2-TZVPD basis.

Geometry as ORCA input:
```
! wB97M-V def2-TZVPD RIJCOSX def2/J DEFGRID3
* xyz 0 1
C -0.83465 -0.18050 -0.21828
C 0.15016 -2.02363 -1.49739
C -0.79305 1.11594 0.59966
N -0.13344 -1.04358 0.39628
O 0.03984 -2.27923 -0.16730
O 0.19443 -3.01151 -2.30995
O 0.54868 1.54735 0.55025
H -1.44442 1.85668 0.15970
H -0.94350 0.84017 1.70550
H 0.39072 -0.93732 1.30654
H -0.07030 -3.92184 -2.11815
H 0.59197 1.98198 -0.39854
*
```

The calculation puts the HOMO energy at -7.83 eV. For the lowest unoccupied orbital energy, the calculation gives 0.027 Ha. As for the orbital gap: 8.555 eV.

---

Version C
Here is a single C3H5NO3 molecule from OMol25. Energies are from the ωB97M-V functional and the def2-TZVPD basis.

Geometry as ORCA input:
```
! wB97M-V def2-TZVPD RIJCOSX def2/J DEFGRID3
* xyz 0 1
C -0.73337 -0.01434 -0.42923
C 0.46228 0.93226 -0.33711
C 0.08685 -1.14695 0.84589
O 1.16837 -1.74276 0.31356
N -0.56968 1.66199 -1.15265
O -1.03987 2.69850 -0.66003
O -0.38272 -1.46339 1.90583
H 1.46817 -2.41722 0.96012
H -1.63541 0.14195 0.15784
H -0.76434 -0.67154 -1.29440
H 0.62864 1.39415 0.63253
H 1.31109 0.62736 -0.94236
*
```

The calculation puts the HOMO energy at -9.18 eV. For the lowest unoccupied orbital energy, the calculation gives -0.013 Ha. As for the orbital gap: 8.819 eV.

---

Q: Which of them is the least stable? A: version B.

---

Version A
Here is 2 unconnected molecules or ions with the total composition C5H15N2O from OMol25. Energies are from the ωB97M-V functional and the def2-TZVPD basis.

Geometry as ORCA input:
```
! wB97M-V def2-TZVPD RIJCOSX def2/J DEFGRID3
* xyz 1 1
N 1.68158 -1.53164 -0.62703
C 0.65080 -0.47837 -0.31861
C 1.26293 0.64052 0.50124
C 0.43398 1.87984 0.44952
C 0.19551 2.65420 1.50457
C -0.53297 -1.17965 0.35162
N -0.74071 -2.50316 -0.21742
H 1.17535 -2.43832 -0.66717
H 2.16103 -1.35808 -1.51215
H 2.40763 -1.57334 0.08675
H 0.36659 -0.07173 -1.28837
H 1.48326 0.26367 1.50179
H 2.26867 0.85696 0.10728
H 0.20647 2.27264 -0.54217
H 0.47280 2.36738 2.50589
H -0.31776 3.59781 1.36763
H -1.37511 -0.50396 0.23877
H -0.34134 -1.27942 1.42263
H -1.45305 -2.52313 -0.93579
H -0.99909 -3.17041 0.49702
H -2.49765 1.75997 -0.66795
H -2.90674 0.97101 -1.91061
O -2.24098 0.99878 -1.20145
*
```

The calculation puts the HOMO energy at -13.17 eV. For the lowest unoccupied orbital energy, the calculation gives -0.111 Ha. As for the orbital gap: 10.160 eV.

---

Version B
Here is 3 unconnected molecules or ions with the total composition C5H15N2O from OMol25. Energies are from the ωB97M-V functional and the def2-TZVPD basis.

Geometry as ORCA input:
```
! wB97M-V def2-TZVPD RIJCOSX def2/J DEFGRID3
* xyz 1 1
C -2.75660 1.27467 -1.86133
C -1.84122 1.21258 -0.61422
C -0.46109 1.56004 -1.00030
C 0.42846 0.51290 -1.52279
N 1.91647 -3.75799 2.24022
C 1.70218 -2.42570 2.34082
N 1.58504 -1.68849 1.30386
H -3.76238 0.90191 -1.67179
H -2.84381 2.30120 -2.23846
H -2.33790 0.71617 -2.71271
H -2.28111 1.82977 0.16615
H -1.84381 0.17020 -0.30454
H 0.61830 -0.29103 -0.78145
H -0.36143 2.52463 -1.52158
H 1.40443 0.92001 -1.79974
H 0.02481 -0.04189 -2.37682
H 2.11868 -4.13999 1.33247
H 2.13217 -4.33080 3.03463
H 1.66185 -2.04058 3.36813
H 1.52108 -0.71726 1.58249
H 0.61815 1.65064 0.45132
H 1.55527 2.36840 1.39437
O 1.20245 1.49065 1.19126
*
```

The calculation puts the HOMO energy at -11.66 eV. For the lowest unoccupied orbital energy, the calculation gives -0.279 Ha. As for the orbital gap: 4.072 eV.

---

Q: Which of them is the least stable? A: version B.